i | Below is a 2-piece molecular cluster, C5H8O3 overall, with properties calculated with wB97M-V/def2-TZVPD.

Each line ends with the natural charge from an NBO analysis.
Cartesian coordinates (Å):
C1 -1.073 1.539 -0.663  -0.641
C2 -0.849 0.353 0.302  -0.012
C3 0.162 -0.599 -0.323  0.260
C4 -0.181 -1.758 -0.962  -0.443
C5 2.259 -0.394 0.677  0.621
H1 -0.177 2.245 -0.535  0.238
H2 -2.050 2.146 -0.249  0.212
H3 -1.382 1.129 -1.737  0.232
H4 -1.964 0.046 0.600  0.213
H5 -0.740 -0.103 2.313  0.455
H6 -1.255 -2.279 -1.166  0.248
H7 0.861 -2.110 -1.325  0.235
H8 2.991 0.649 0.781  0.209
O1 -0.117 0.965 1.476  -0.684
O2 1.502 -0.165 -0.392  -0.530
O3 2.013 -1.665 1.204  -0.613

Values from the calculation:
* Kohn-Sham gap: 0.33574 hartree
* E_HOMO: -0.3561 hartree



ii | Below is C5H8O3 as an isolated structure, with properties calculated with wB97M-V/def2-TZVPD.

Each line ends with the natural charge from an NBO analysis.
Cartesian coordinates (Å):
C1 2.885 -0.760 0.049  -0.154
C2 1.121 0.764 0.001  0.771
C3 -0.380 0.875 -0.005  -0.439
C4 -1.241 -0.042 0.065  0.383
C5 -2.740 0.418 -0.077  -0.591
H1 3.021 -2.019 -0.038  0.160
H2 3.233 -0.386 -0.944  0.169
H3 3.047 -0.337 0.771  0.128
H4 -0.547 2.208 0.024  0.228
H5 -3.225 -0.020 -0.773  0.197
H6 -2.656 1.309 -0.238  0.197
H7 -3.005 0.155 1.045  0.206
H8 -1.969 -1.800 -0.053  0.487
O1 1.553 -0.647 -0.088  -0.555
O2 1.934 1.593 0.113  -0.570
O3 -1.031 -1.311 0.149  -0.618

Values from the calculation:
* Kohn-Sham gap: 0.36428 hartree
* E_HOMO: -0.3493 hartree



iii | Below is a single C5H8O3 molecule, with properties calculated with wB97M-V/def2-TZVPD.

Each line ends with the natural charge from an NBO analysis.
Cartesian coordinates (Å):
C1 1.724 -1.138 -0.090  0.192
O1 2.473 0.113 0.024  -0.571
C2 1.341 1.242 0.058  0.230
O2 0.307 0.671 -0.739  -0.530
C3 -0.541 -0.200 -0.045  0.442
C4 -1.740 -0.535 -0.632  -0.448
C5 -1.704 0.557 0.618  -0.480
O3 0.383 -1.117 0.586  -0.573
H1 1.044 -1.184 -1.105  0.161
H2 2.388 -2.042 0.071  0.213
H3 0.986 1.413 1.184  0.172
H4 1.810 2.108 -0.230  0.186
H5 -2.288 -0.372 -1.610  0.262
H6 -2.259 -1.615 -0.103  0.245
H7 -2.308 0.276 1.771  0.259
H8 -1.617 1.823 0.242  0.243

Values from the calculation:
* Kohn-Sham gap: 0.37444 hartree
* structure (SMILES): C1OCOC2(CC2)O1
* E_HOMO: -0.3405 hartree



iv | Below is C5H8O3 as an isolated structure, with properties calculated with wB97M-V/def2-TZVPD.

Each line ends with the natural charge from an NBO analysis.
Cartesian coordinates (Å):
C1 -0.345 -1.072 0.598  0.705
C2 0.198 -0.840 -0.754  -0.433
C3 -0.654 0.419 -0.749  -0.368
C4 -0.475 1.672 0.048  -0.651
C5 1.540 -0.257 -0.848  0.430
O1 0.305 -0.675 1.665  -0.697
O2 -1.360 -1.916 0.789  -0.661
O3 2.153 0.167 0.149  -0.613
H1 1.173 -0.232 1.314  0.520
H2 -1.526 -1.991 1.742  0.500
H3 -0.098 -1.552 -1.514  0.264
H4 -1.540 0.345 -1.365  0.213
H5 1.938 -0.138 -1.861  0.156
H6 0.566 1.917 0.279  0.216
H7 -0.890 2.509 -0.515  0.223
H8 -0.985 1.644 1.023  0.197

Values from the calculation:
* Kohn-Sham gap: 0.28061 hartree
* E_HOMO: -0.2555 hartree



Relative energies, kcal/mol: i 112.3; ii 77.6; iii 94.7; iv 0.0.



i | Below is a 2-piece molecular cluster, CH8NS2 overall, with properties calculated with wB97M-V/def2-TZVPD.

Each line ends with the natural charge from an NBO analysis.
Cartesian coordinates (Å):
S1 -0.784 0.126 -2.455  -0.120
S2 -1.983 -0.878 -1.121  -0.127
H1 -1.539 -0.037 -3.552  0.168
H2 -2.716 0.153 -0.661  0.146
C1 1.416 0.573 0.762  -0.424
N1 0.354 -0.390 1.182  -0.691
H3 0.949 1.433 0.278  0.242
H4 1.970 0.885 1.640  0.241
H5 2.075 0.069 0.061  0.242
H6 -0.249 -0.692 0.386  0.448
H7 -0.259 -0.006 1.900  0.438
H8 0.766 -1.238 1.580  0.439

Values from the calculation:
* Kohn-Sham gap: 0.36601 hartree
* charge: +1
* E_HOMO: -0.4997 hartree



ii | Below is a 2-piece molecular cluster, CH8NS2 overall, with properties calculated with wB97M-V/def2-TZVPD.

Each line ends with the natural charge from an NBO analysis.
Cartesian coordinates (Å):
N1 -0.684 2.191 0.768  -0.891
H1 -1.283 2.932 0.415  0.449
H2 -1.205 1.297 0.625  0.455
H3 -0.475 2.357 1.759  0.454
H4 0.166 2.070 0.215  0.462
C1 1.215 -1.818 -1.226  -0.713
S1 0.760 -0.572 0.032  0.025
S2 -1.281 -0.973 0.262  -0.135
H5 0.875 -1.470 -2.190  0.232
H6 2.314 -1.867 -1.246  0.253
H7 0.740 -2.756 -0.946  0.246
H8 -1.143 -1.390 1.532  0.162

Values from the calculation:
* Kohn-Sham gap: 0.34364 hartree
* charge: +1
* E_HOMO: -0.4830 hartree



Relative energies, kcal/mol: i 2.8; ii 0.0.



i | Below is a 2-piece molecular cluster, C4H11N3S overall, with properties calculated with wB97M-V/def2-TZVPD.

Each line ends with the natural charge from an NBO analysis.
Cartesian coordinates (Å):
C1 -1.258 1.360 0.777  -0.618
C2 -2.219 -0.538 -0.473  -0.612
C3 -1.113 0.456 -0.337  -0.287
C4 0.180 -0.410 -0.252  0.117
N1 0.469 -2.606 0.537  -0.478
N2 0.203 -1.590 -0.057  0.016
N3 3.758 0.408 -0.315  -0.947
S1 2.348 1.330 0.237  0.049
H1 -2.339 1.479 1.076  0.227
H2 -0.624 1.043 1.563  0.222
H3 -0.922 2.400 0.585  0.225
H4 -2.246 -1.323 0.487  0.211
H5 -3.360 -0.208 -0.558  0.221
H6 -2.166 -1.107 -1.425  0.219
H7 -1.041 1.058 -1.233  0.229
H8 1.278 0.434 0.310  0.108
H9 0.631 -3.509 0.153  0.365
H10 3.845 0.775 -1.261  0.365
H11 4.574 0.548 0.185  0.366

Values from the calculation:
* Kohn-Sham gap: 0.30999 hartree
* E_HOMO: -0.2895 hartree



ii | Below is a single C4H11N3S molecule, with properties calculated with wB97M-V/def2-TZVPD.

Each line ends with the natural charge from an NBO analysis.
Cartesian coordinates (Å):
H1 -2.068 1.773 -0.045  0.346
N1 -1.579 1.916 0.834  -0.751
C1 -0.424 1.352 0.877  0.445
N2 0.311 1.464 2.000  -0.811
C2 0.190 0.491 -0.269  -0.133
N3 -0.251 0.855 -1.609  -0.844
C3 -0.230 -0.942 0.020  -0.297
C4 0.109 -1.926 -1.138  -0.628
S1 0.536 -1.557 1.580  -0.043
H2 -0.177 1.853 2.766  0.402
H3 1.094 0.829 2.135  0.400
H4 1.309 0.552 -0.159  0.168
H5 0.377 0.357 -2.278  0.366
H6 -0.197 1.861 -1.812  0.380
H7 -1.322 -0.967 0.196  0.236
H8 -0.129 -2.900 -0.721  0.231
H9 1.145 -1.807 -1.388  0.197
H10 -0.485 -1.679 -2.040  0.224
H11 1.791 -1.525 1.050  0.113

Values from the calculation:
* Kohn-Sham gap: 0.34531 hartree
* structure (SMILES): [H]/N=C(/N)[C@H](N)[C@@H](C)S
* E_HOMO: -0.3196 hartree



Relative energies, kcal/mol: i 124.7; ii 0.0.



i | Below is a single C3H7N5 molecule, with properties calculated with wB97M-V/def2-TZVPD.

Each line ends with the natural charge from an NBO analysis.
Cartesian coordinates (Å):
H1 -3.288 -0.768 0.027  0.358
N1 -2.739 0.094 0.148  -0.733
C1 -1.505 0.013 0.030  0.562
N2 -0.689 -1.097 -0.312  -0.509
N3 0.663 -1.199 0.156  -0.301
C2 1.278 -0.129 -0.059  0.391
C3 2.751 -0.036 0.197  -0.665
N4 0.550 1.028 -0.430  -0.479
N5 -0.634 1.145 0.302  -0.475
H2 -1.150 -2.019 -0.193  0.388
H3 2.912 -0.316 1.208  0.250
H4 3.123 0.954 -0.111  0.212
H5 3.246 -0.556 -0.602  0.240
H6 1.086 1.870 -0.312  0.378
H7 -1.139 1.951 -0.073  0.383

Values from the calculation:
* Kohn-Sham gap: 0.34976 hartree
* structure (SMILES): [H]/N=C1\NN=C(C)NN1
* E_HOMO: -0.3155 hartree



ii | Below is a single C3H7N5 molecule, with properties calculated with wB97M-V/def2-TZVPD.

Each line ends with the natural charge from an NBO analysis.
Cartesian coordinates (Å):
H1 -1.500 1.486 1.464  0.354
N1 -0.929 0.704 1.166  -0.797
C1 -1.346 0.082 0.094  0.558
N2 -2.518 0.202 -0.642  -0.836
N3 -0.530 -0.943 -0.334  -0.478
N4 0.512 -1.303 0.455  -0.427
C2 1.824 -0.875 -0.078  -0.315
C3 1.856 0.601 -0.297  0.258
N5 1.891 1.765 -0.362  -0.329
H2 -3.179 1.009 -0.266  0.386
H3 -2.290 0.538 -1.562  0.385
H4 -0.996 -1.744 -0.816  0.392
H5 0.420 -0.780 1.276  0.387
H6 2.544 -1.021 0.642  0.234
H7 2.020 -1.312 -1.035  0.228

Values from the calculation:
* Kohn-Sham gap: 0.35755 hartree
* structure (SMILES): [H]/N=C(\N)NNCC#N
* E_HOMO: -0.3292 hartree



iii | Below is C3H7N5 as an isolated structure, with properties calculated with wB97M-V/def2-TZVPD.

Each line ends with the natural charge from an NBO analysis.
Cartesian coordinates (Å):
C1 0.713 0.181 0.561  0.286
C2 -0.192 0.169 1.605  -0.211
C3 -1.468 0.399 -0.241  0.509
H1 2.415 0.654 1.894  0.409
H2 2.659 0.629 -0.391  0.379
H3 -0.434 0.249 2.693  0.241
H4 -2.305 -0.594 1.366  0.353
H5 -1.693 0.010 -1.980  0.359
H6 0.519 -1.761 -1.399  0.373
H7 1.091 -0.481 -2.409  0.354
N1 2.225 0.036 0.771  -0.838
N2 -1.547 0.661 1.052  -0.526
N3 -2.310 0.386 -1.257  -0.667
N4 0.069 0.239 -0.658  -0.342
N5 0.256 -0.778 -1.608  -0.682

Values from the calculation:
* Kohn-Sham gap: 0.28713 hartree
* E_HOMO: -0.2949 hartree



Relative energies, kcal/mol: i 11.6; ii 0.0; iii 164.1.



i | Below is a 2-piece molecular cluster, C3H7N5 overall, with properties calculated with wB97M-V/def2-TZVPD.

Each line ends with the natural charge from an NBO analysis.
Cartesian coordinates (Å):
H1 -0.608 -0.304 -2.895  0.344
N1 0.036 0.071 -2.200  -0.626
C1 -0.234 -0.271 -1.011  0.263
C2 -1.395 -1.107 -0.557  -0.683
C3 0.720 0.216 0.052  0.372
N2 1.569 1.187 -0.360  -0.789
N3 0.734 -0.232 1.246  -0.725
H2 -0.249 -0.337 1.958  0.372
H3 -2.030 -0.530 0.117  0.234
H4 -1.043 -1.989 -0.023  0.244
H5 -1.990 -1.432 -1.412  0.219
H6 1.627 1.348 -1.352  0.421
H7 2.265 1.508 0.289  0.406
N4 0.756 1.183 2.853  0.063
N5 -0.158 0.689 3.296  -0.114

Values from the calculation:
* Kohn-Sham gap: 0.34201 hartree
* structure (SMILES): [H]/N=C(C)/C(N)=N\[H].N#N
* E_HOMO: -0.3142 hartree



ii | Below is C3H7N5 as an isolated structure, with properties calculated with wB97M-V/def2-TZVPD.

Each line ends with the natural charge from an NBO analysis.
Cartesian coordinates (Å):
C1 -0.119 -0.758 -0.427  0.227
C2 2.237 -0.175 -0.022  0.290
C3 -0.486 2.077 0.059  -0.101
H1 -2.539 -1.846 1.349  0.310
H2 -3.221 -0.085 -0.064  0.376
H3 -0.145 -1.819 -0.521  0.232
H4 2.899 0.759 0.506  0.215
H5 3.139 -1.773 0.226  0.342
H6 -1.245 1.431 0.221  0.198
H7 -0.755 3.169 0.084  0.184
N1 -2.493 -1.159 -0.099  -0.672
N2 -1.241 -0.221 -0.493  -0.344
N3 0.966 0.226 -0.326  -0.315
N4 2.222 -1.434 -0.131  -0.694
N5 0.781 1.608 -0.362  -0.246

Values from the calculation:
* Kohn-Sham gap: 0.28159 hartree
* E_HOMO: -0.3012 hartree



iii | Below is C3H7N5 as an isolated structure, with properties calculated with wB97M-V/def2-TZVPD.

Each line ends with the natural charge from an NBO analysis.
Cartesian coordinates (Å):
C1 -1.834 -0.586 -0.112  0.217
C2 0.629 -0.267 -0.147  0.326
C3 3.103 0.023 0.157  0.295
H1 -3.954 -0.595 0.328  0.297
H2 -4.072 1.329 0.763  0.360
H3 -2.651 -1.519 -0.302  0.149
H4 0.651 0.918 0.170  0.190
H5 2.026 -1.870 0.097  0.408
H6 3.881 -0.589 0.561  0.165
H7 3.868 1.758 0.036  0.363
N1 -3.729 0.653 -0.020  -0.652
N2 -2.242 0.655 0.056  -0.274
N3 -0.495 -0.943 -0.117  -0.581
N4 1.821 -0.779 0.144  -0.620
N5 3.055 1.207 -0.212  -0.643

Values from the calculation:
* Kohn-Sham gap: 0.30671 hartree
* E_HOMO: -0.2976 hartree



Relative energies, kcal/mol: i 0.0; ii 195.9; iii 73.6.



i | Below is a single C3H6O2S molecule, with properties calculated with wB97M-V/def2-TZVPD.

Each line ends with the natural charge from an NBO analysis.
Cartesian coordinates (Å):
O1 1.337 -0.824 -0.528  -0.759
C1 0.489 -0.570 0.609  -0.085
C2 -0.233 0.702 0.398  -0.024
O2 0.634 1.683 -0.161  -0.695
C3 -1.295 0.256 -0.582  -0.241
S1 -2.807 -0.074 -0.059  0.039
H1 1.498 -1.752 -0.713  0.490
H2 1.125 -0.497 1.522  0.182
H3 -0.178 -1.439 0.748  0.192
H4 -0.654 1.122 1.314  0.218
H5 1.051 1.241 -0.939  0.481
H6 -0.969 0.152 -1.606  0.201

Values from the calculation:
* Kohn-Sham gap: 0.31179 hartree
* structure (SMILES): OC[C@@H](O)C=S
* E_HOMO: -0.3242 hartree



ii | Below is C3H6O2S as an isolated structure, with properties calculated with wB97M-V/def2-TZVPD.

Each line ends with the natural charge from an NBO analysis.
Cartesian coordinates (Å):
C1 -1.205 0.269 0.790  -0.285
C2 1.011 0.645 0.457  0.236
C3 0.574 -0.696 -1.451  0.016
H1 -1.017 -0.637 -0.287  0.153
H2 -1.158 -0.612 1.666  0.176
H3 -2.280 0.907 0.741  0.231
H4 1.789 1.190 0.775  0.182
H5 1.062 -0.302 1.032  0.126
H6 -0.145 -1.381 -0.745  0.167
O1 -0.150 1.227 0.910  -0.528
O2 0.974 0.468 -0.854  -0.499
S1 0.546 -1.077 -3.034  0.025

Values from the calculation:
* Kohn-Sham gap: 0.32449 hartree
* E_HOMO: -0.3337 hartree



Relative energies, kcal/mol: i 0.0; ii 72.3.